[1]
The following is a DFT calculation (the ωB97M-V functional and the def2-TZVPD basis) of C4H10AsF3I as an isolated structure.

Structure (XYZ):
```
19
Properties=species:S:1:pos:R:3:forces:R:3:lowdin_charge:R:1
I 1.82376 -2.62441 2.00391 0.008 0.006 0.053 0.6452
As -1.07337 0.63226 -0.50486 -0.151 -0.204 -0.107 0.5977
F 0.25348 2.66592 1.27894 0.028 -0.029 -0.072 0.0040
F -1.53693 3.39491 0.30958 -0.052 0.095 -0.088 -0.0100
F -1.69308 2.06094 2.00122 -0.052 -0.062 0.012 -0.0038
C -0.98896 2.26780 0.84791 0.082 0.107 0.212 -0.7223
C 1.27678 -1.21424 -0.67231 0.105 0.093 0.039 -0.4431
C 0.69784 -2.32935 0.19032 -0.175 0.008 -0.136 -0.6621
C 0.90610 0.18864 -0.19626 0.276 -0.093 -0.088 -0.4285
H -1.21442 -0.57746 -1.53724 0.009 0.018 0.051 -0.0723
H -2.59640 1.02633 -0.69776 0.076 0.014 0.010 -0.0703
H 0.72182 -3.30677 -0.29581 0.015 0.184 0.080 0.0271
H -0.66266 1.66902 -1.65208 0.003 -0.015 0.016 -0.0552
H 2.36983 -1.33441 -0.73265 -0.200 -0.042 -0.078 0.0782
H 0.87917 -1.37067 -1.68784 0.040 0.028 0.130 0.0784
H 1.17466 0.31794 0.85978 -0.147 -0.006 -0.098 0.0381
H -1.48773 -0.29870 0.73590 0.031 0.040 0.012 -0.0509
H -0.31396 -2.10066 0.53072 0.177 -0.047 -0.091 -0.0008
H 1.46408 0.93289 -0.78146 -0.074 -0.093 0.143 0.0506
```
Forces are in eV/Å.

Values from the calculation:
* frontier orbital gap: 6.38 eV
* HOMO: -3.677 eV
* charge: -1
* 2S+1: 1

[2]
The following is a DFT calculation (the ωB97M-V functional and the def2-TZVPD basis) of one molecule with the formula C21H24N2O4.

Structure (XYZ):
```
51
Properties=species:S:1:pos:R:3:forces:R:3:lowdin_charge:R:1
O 1.74426 1.61745 -1.05104 0.039 0.281 -0.018 0.0859
O 0.76094 -2.70076 -0.68325 -0.010 -0.109 0.070 0.0976
O -0.72303 -2.93406 3.65686 0.259 -0.246 0.208 0.0844
O 0.64205 -0.96013 0.72763 -0.112 0.233 0.147 0.0235
N -1.51527 -1.71402 1.93779 -0.192 -0.062 -0.427 0.0685
N 1.45602 -0.38072 -2.12774 -0.047 -0.496 -0.350 0.1411
C 0.67330 2.14823 -7.97387 -0.052 -0.252 -0.139 -0.0875
C 0.76436 -0.78065 -5.69145 0.029 -0.117 0.218 -0.0251
C 1.09050 1.59328 -5.26323 -0.088 -0.358 -0.267 -0.1573
C 0.61204 0.85402 -7.53745 -0.013 0.130 -0.151 -0.0393
C -0.96705 0.96500 6.46907 -0.276 0.177 -0.093 -0.2083
C -1.58602 -0.72935 4.14218 0.368 -0.310 0.258 -0.2462
C 0.81804 0.54312 -6.17850 0.056 0.283 0.166 -0.1740
C -2.15005 0.00187 6.47893 0.234 -0.120 0.073 -0.2009
C -1.01766 -2.62085 0.94020 -0.005 -0.073 0.134 -0.0587
C 1.14620 2.91816 -5.74562 -0.011 0.128 -0.137 -0.0326
C 0.22395 -2.11763 0.22778 -0.134 -0.298 -0.047 -0.4492
C 0.94260 3.18789 -7.06992 0.053 0.124 0.226 -0.0841
C 1.67746 0.40918 -1.05566 0.018 -0.417 0.630 -0.4297
C -0.67662 1.43433 5.04700 0.257 -0.137 0.116 -0.1990
C 1.24531 -0.00428 -3.46084 0.013 0.580 -0.168 -0.2036
C 1.86534 -0.40501 0.24314 0.442 0.178 -0.211 -0.0408
C -1.22566 -1.90759 3.25676 -0.461 0.379 -0.060 -0.4642
C 1.30125 1.29427 -3.90245 0.039 -0.091 0.277 0.0451
C 0.97205 -1.04945 -4.37122 -0.049 -0.038 -0.227 -0.0126
C -1.87916 -1.19136 5.56924 -0.240 0.121 -0.116 -0.1597
C -0.39568 0.24137 4.13875 -0.235 0.262 -0.082 -0.1539
H -0.08598 0.45907 6.86947 0.070 -0.001 0.068 0.1151
H -2.33738 -0.34756 7.49583 -0.090 0.019 0.001 0.1093
H -1.78153 -2.85309 0.19126 0.180 0.009 0.043 0.1410
H 0.98769 4.20459 -7.43213 0.011 0.086 0.010 0.1010
H -1.53719 1.98847 4.66424 -0.022 0.081 -0.032 0.1155
H -2.73860 -1.86476 5.56422 0.049 -0.082 0.025 0.1220
H 1.40057 -1.38302 -1.95697 0.053 0.300 0.180 0.1096
H 0.18293 2.10745 5.04314 -0.042 0.069 -0.046 0.1102
H -1.18013 1.82441 7.10795 0.071 -0.012 0.055 0.1077
H -3.04610 0.52533 6.13563 -0.081 0.041 0.042 0.1135
H 1.35420 3.71428 -5.04567 0.020 0.092 0.059 0.1128
H -0.74978 -3.54854 1.46161 -0.027 0.135 -0.215 0.1418
H 2.20847 0.26960 1.02896 -0.061 -0.082 -0.212 0.1374
H 0.55625 -1.58275 -6.38483 -0.017 -0.094 -0.043 0.1132
H 2.59331 -1.20664 0.07876 -0.097 0.082 0.081 0.1396
H 0.93010 -2.06472 -4.00205 -0.012 -0.123 0.000 0.1138
H 1.50867 2.09571 -3.21278 0.010 0.008 0.051 0.1061
H 0.51536 2.38029 -9.01695 -0.016 -0.017 -0.080 0.1000
H 0.40542 0.04906 -8.22860 -0.021 -0.064 -0.080 0.1099
H -1.02008 -1.75552 5.93538 -0.004 -0.062 -0.011 0.1230
H 0.48865 -0.29000 4.49719 0.064 -0.056 -0.029 0.1313
H -0.19301 0.58292 3.12060 0.074 -0.033 -0.021 0.1103
H -1.79580 -0.79632 1.63003 0.000 -0.050 0.157 0.1458
H -2.46548 -0.22056 3.73261 0.010 0.000 -0.033 0.1504
```
Forces are in eV/Å.

Values from the calculation:
* structure (SMILES): O=C(COC(=O)CNC(=O)C1CCCCC1)Nc1ccc2ccccc2c1
* frontier orbital gap: 8.63 eV
* HOMO: -8.067 eV
* 2S+1: 1
* energy relative to the best compared isomer or geometry (same formula, charge and spin): 9.9 kcal per mole

[3]
The following is a DFT calculation (the ωB97M-V functional and the def2-TZVPD basis) of one molecule with the formula C9H17NO5.

Structure (XYZ):
```
32
Properties=species:S:1:pos:R:3:forces:R:3:lowdin_charge:R:1
O 2.87752 2.35353 -0.37476 -0.433 0.335 0.306 0.0007
O 1.70347 -0.32280 0.05357 0.331 -0.340 0.118 0.0325
O 1.50183 -2.08285 1.38333 -0.084 0.071 -0.422 0.0342
O 3.08046 4.24634 0.81455 -1.002 -1.240 -1.541 0.0749
O 1.69867 -2.41048 -0.84399 0.219 1.107 1.225 0.1420
N -2.48465 1.64854 -1.14885 -0.003 -0.441 0.103 -0.0081
C 0.25278 -1.72217 2.00072 -0.221 -0.404 0.313 -0.1436
C 2.51665 3.60985 -0.05921 1.648 1.326 1.656 -0.3244
C -1.60429 -0.36817 0.05340 -0.765 0.192 0.088 -0.2223
C 1.64154 -1.66303 0.11466 -0.136 -1.083 -0.904 -0.5744
C -2.72426 0.23132 -0.79838 0.641 0.700 0.093 -0.2756
C -2.04540 -1.62878 0.77504 0.350 -0.320 -0.699 -0.1959
C 1.94692 1.65713 -1.20394 0.202 -0.112 -0.188 -0.1567
C 2.24518 0.19048 -1.15823 -0.210 0.587 -0.121 -0.1289
C -0.92765 -2.47940 1.38978 -0.363 0.451 0.316 -0.1447
H 0.36772 -2.03537 3.02468 0.239 -0.054 0.340 0.1220
H -0.75399 -0.53814 -0.59662 0.352 -0.117 -0.016 0.1054
H 1.79575 -0.26714 -2.02725 -0.150 -0.410 -0.125 0.1341
H -2.79808 -0.31849 -1.72580 -0.340 -0.304 -0.206 0.1077
H -2.62412 2.19843 -0.31238 -0.061 0.210 0.092 0.0584
H 2.03452 2.00334 -2.22868 0.048 0.136 -0.227 0.1365
H 3.31577 0.04175 -1.17180 0.303 -0.225 -0.041 0.1465
H -1.35270 0.39087 0.78489 0.386 0.223 0.182 0.1074
H -2.54350 -2.25396 0.03967 -0.232 -0.230 -0.119 0.1130
H -0.56857 -3.19651 0.66854 0.326 -0.124 -0.332 0.1169
H 0.93186 1.80930 -0.86008 -0.300 0.167 0.125 0.1159
H -1.49800 1.74256 -1.35754 0.081 0.149 -0.228 0.0387
H 1.73696 4.06690 -0.67963 -0.264 -0.264 -0.099 0.1463
H -2.80970 -1.38370 1.49899 -0.134 0.202 0.374 0.1109
H -1.37517 -3.06889 2.17903 -0.100 -0.290 0.196 0.1073
H -3.65625 0.19875 -0.25111 -0.393 -0.206 -0.032 0.1094
H 0.11876 -0.64919 2.01741 0.067 0.306 -0.226 0.1140
```
Forces are in eV/Å.

Values from the calculation:
* structure (SMILES): NCCCCCOC(=O)OCCOC=O
* frontier orbital gap: 10.28 eV
* HOMO: -9.717 eV
* 2S+1: 1
* energy relative to the best compared isomer or geometry (same formula, charge and spin): 0.0 kcal per mole

[4]
The following is a DFT calculation (the ωB97M-V functional and the def2-TZVPD basis) of one molecule with the formula C3H10N2.

Structure (XYZ):
```
15
Properties=species:S:1:pos:R:3:forces:R:3:lowdin_charge:R:1
N 1.52875 0.36241 0.18801 0.486 -0.384 0.172 0.0181
N -0.96786 0.02211 1.86528 -0.118 0.715 0.242 -0.0106
C -0.87997 0.37197 0.42839 0.150 -0.150 0.492 -0.2654
C 0.29195 -0.34931 -0.21408 0.701 0.242 0.220 -0.4854
C 0.18067 -0.36661 -1.72029 -0.206 -0.016 -0.244 -0.0817
H -1.79599 0.07316 -0.07507 -0.167 0.030 0.003 0.1076
H 0.16081 0.66080 -2.08931 -0.020 -0.030 -0.108 0.0825
H 0.99434 -0.89499 -2.21370 0.277 0.054 0.144 0.0709
H -1.93926 0.03910 2.15846 0.003 -0.206 -0.090 0.0550
H -0.56525 0.79190 2.40767 0.084 -0.423 -0.187 0.0647
H -0.72166 1.45167 0.32520 -0.142 -0.118 -0.365 0.1133
H -0.72401 -0.88252 -2.04776 -0.119 0.141 0.101 0.0750
H 1.76936 0.05911 1.13384 -0.228 0.290 -0.080 0.0658
H 2.32413 0.01593 -0.35182 -0.310 0.132 -0.104 0.0647
H 0.34400 -1.35472 0.20520 -0.391 -0.276 -0.195 0.1255
```
Forces are in eV/Å.

Values from the calculation:
* structure (SMILES): C[C@@H](N)CN
* frontier orbital gap: 10.50 eV
* HOMO: -9.286 eV
* 2S+1: 1
* energy relative to the best compared isomer or geometry (same formula, charge and spin): 3.4 kcal per mole

[5]
The following is a DFT calculation (the ωB97M-V functional and the def2-TZVPD basis) of C16H30BF4I2N2OPdSi2 as an isolated structure.

Structure (XYZ):
```
59
Properties=species:S:1:pos:R:3:forces:R:3:lowdin_charge:R:1
I 1.59569 -0.37375 -1.56524 0.923 -0.312 -0.949 0.3531
I 4.10295 -0.41826 -3.31881 0.072 0.015 0.010 -0.4108
Pd -0.27763 -0.03522 0.09451 -0.243 -0.061 1.125 0.6144
Si -1.64437 1.37957 -2.17325 0.117 2.055 -0.885 0.4412
Si 0.04660 -3.50227 1.01843 1.334 -0.628 0.610 0.4476
F -2.35275 1.35995 3.30571 0.019 0.140 0.861 0.1475
F -1.55551 1.75383 1.22493 0.219 0.472 -0.439 0.0532
F -3.74950 1.15994 1.53358 -0.802 0.078 -0.409 0.1618
F -2.04509 -0.34392 1.81408 -0.153 -0.595 0.149 0.0719
O 1.22460 0.55164 1.75304 -0.225 -0.145 -0.622 -0.2930
N -1.48114 -0.18142 -1.42904 0.613 -1.005 -0.141 -0.1731
N -0.70839 -2.33885 0.00620 -1.745 0.740 0.186 -0.0448
C -1.72273 -2.47905 -0.83875 1.736 0.316 0.445 -0.2976
C -0.34983 2.65810 -1.52621 -0.543 -0.555 0.027 -0.2131
C 0.81888 0.69339 3.10422 -0.323 -0.003 0.666 -0.2005
C -2.40990 -3.69396 -1.03514 -0.475 -0.900 -0.917 -0.0332
C -1.26793 1.29876 -4.05115 -0.276 -0.319 0.792 -0.1628
C -1.14103 -4.12285 2.39296 0.276 0.287 -0.749 -0.1585
C 2.32106 1.44995 1.53807 0.570 0.256 -0.422 -0.2035
C -3.41026 2.03287 -1.85846 0.721 -0.372 -0.147 -0.1480
C -3.70584 -2.73216 -2.81146 0.118 1.124 -0.501 -0.0869
C -3.09315 -1.51753 -2.62819 -0.992 -0.311 -0.368 -0.0262
C 2.34771 2.41987 2.72903 -0.146 -0.166 0.056 -0.1524
C -2.11053 -1.33830 -1.63734 0.143 0.678 0.749 -0.2775
C 1.53047 -2.62681 1.83833 -0.584 -0.306 -0.281 -0.1705
C 0.79128 -4.94188 -0.01073 -0.479 0.445 0.426 -0.1700
C -3.37322 -3.82076 -1.99961 0.430 -0.482 0.949 -0.0849
C 0.98884 2.17918 3.38967 -0.057 -0.239 -0.143 -0.1443
B -2.47925 0.98635 1.99098 0.412 -0.010 0.052 -1.3375
H -4.14116 1.44733 -2.40668 -0.184 -0.130 -0.138 0.0148
H 3.24650 0.86400 1.47444 -0.162 0.087 -0.104 0.1230
H 1.49863 0.10962 3.74602 -0.082 0.004 -0.077 0.1269
H 0.97556 2.40374 4.45262 -0.001 0.031 0.083 0.1142
H -3.36128 -0.67154 -3.24285 -0.098 0.052 -0.051 0.0876
H -4.45674 -2.84695 -3.58190 0.033 0.030 -0.054 0.0998
H -1.86659 -4.83376 2.01038 -0.148 -0.163 -0.095 0.0105
H -1.94783 0.63820 -4.57601 -0.184 -0.165 -0.184 0.0095
H -0.60849 -4.59920 3.21104 0.244 -0.069 0.046 0.0203
H -3.66211 1.96991 -0.80494 0.036 -0.035 0.246 0.0167
H -1.36003 2.28755 -4.48797 -0.071 0.286 0.017 0.0249
H -0.25940 2.67526 -0.43895 -0.038 -0.031 -0.031 -0.0032
H -0.19354 0.30982 3.20542 0.044 0.081 -0.010 0.1071
H 0.19131 2.73277 2.89271 -0.004 -0.029 0.028 0.1137
H 1.95745 -1.87183 1.18323 -0.010 0.033 -0.144 -0.0251
H 0.63467 2.48301 -1.95527 0.001 -0.173 -0.047 -0.0149
H -0.65516 3.65724 -1.83085 -0.262 0.165 -0.126 0.0248
H 2.16906 1.97029 0.58602 -0.021 -0.227 0.148 0.0923
H 1.54163 -4.55453 -0.69580 0.101 0.165 -0.051 0.0280
H 3.14315 2.13715 3.42153 0.030 0.088 -0.026 0.1074
H 1.23526 -2.13436 2.75942 -0.089 0.104 0.191 0.0125
H -1.69426 -3.28128 2.79889 -0.065 0.226 0.043 0.0237
H -2.14896 -4.52781 -0.40451 0.038 -0.194 0.011 0.0853
H 2.31868 -3.33617 2.07186 0.105 -0.236 0.082 0.0238
H -3.50685 3.06727 -2.17105 0.049 0.228 -0.110 0.0234
H -3.88351 -4.76373 -2.13655 -0.066 -0.055 0.076 0.1006
H 0.04369 -5.45492 -0.60841 -0.158 -0.110 -0.109 0.0070
H 1.26893 -5.68048 0.62779 0.087 -0.109 0.161 0.0172
H -0.25734 0.94821 -4.23681 0.199 -0.086 0.104 0.0183
H 2.50614 3.44769 2.41171 0.015 0.036 -0.006 0.1084
```
Forces are in eV/Å.

Values from the calculation:
* frontier orbital gap (alpha / beta): 4.34 / 4.35 eV
* HOMO (alpha / beta): -4.082 / -4.082 eV
* charge: -1
* 2S+1: 1
* energy relative to the best compared isomer or geometry (same formula, charge and spin): 12.3 kcal per mole

[6]
The following is a DFT calculation (the ωB97M-V functional and the def2-TZVPD basis) of one molecule with the formula C21H22ClN3O4S.

Structure (XYZ):
```
52
Properties=species:S:1:pos:R:3:forces:R:3:lowdin_charge:R:1
Cl -7.31586 0.31908 0.93303 -0.187 -0.010 0.072 0.6806
S 4.41008 -1.02145 0.38175 0.215 0.072 0.187 0.6481
O -1.47670 -0.12866 -2.24408 -0.063 -0.093 -0.178 0.0670
O 5.03404 -1.49254 1.58127 -0.200 0.180 0.177 -0.2773
O 4.64497 -1.70939 -0.85339 -0.212 0.147 -0.228 -0.2841
O 0.86652 2.13489 1.07773 -0.228 0.071 0.344 0.0524
N 2.70584 1.88898 -0.20170 0.236 0.069 0.178 -0.0579
N -0.86442 1.43903 -0.76087 0.221 0.285 0.311 0.0905
N 4.96807 0.54520 0.16184 -0.247 -1.140 0.128 -0.2360
C -2.32652 -2.33262 0.41387 0.054 -0.138 -0.047 -0.0785
C 3.57197 2.46011 0.81238 0.013 0.139 0.191 -0.0986
C -1.66044 -1.50871 1.30825 0.046 -0.015 0.140 -0.0789
C -0.28834 -2.64581 -0.80589 0.213 0.108 0.167 -0.0280
C -1.63760 -2.89510 -0.64690 -0.139 -0.064 0.062 -0.0682
C 0.51435 1.41877 -1.17096 -0.234 -0.075 -0.064 -0.0784
C -3.44399 1.15707 0.53666 0.029 -0.047 -0.287 -0.0299
C -4.12170 -0.08698 -1.39912 0.231 0.133 0.030 -0.0146
C 1.37619 1.83144 0.01200 -0.088 -0.059 -0.352 -0.4385
C 3.35018 1.48330 -1.43489 0.044 0.092 -0.372 -0.1177
C -5.41136 -0.16925 -0.91444 -0.079 0.038 0.112 -0.0916
C -1.76037 0.57760 -1.29212 0.183 0.209 -0.080 -0.4514
C -3.12413 0.57637 -0.68754 -0.446 -0.079 0.001 -0.1439
C 4.66686 1.46408 1.23470 -0.048 0.275 0.378 -0.1622
C -5.71039 0.41689 0.30614 0.276 0.000 -0.076 -0.6724
C -4.73173 1.07760 1.03359 -0.131 -0.005 0.060 -0.0964
C 0.39725 -1.82806 0.09446 -0.472 -0.123 0.070 -0.2245
C 4.81673 1.10793 -1.15147 -0.201 -0.019 -0.531 -0.1650
C -0.31333 -1.25206 1.15092 0.061 -0.071 -0.086 -0.0235
C 2.65719 -0.96924 0.71174 0.783 -0.163 -0.262 -0.1337
C 1.82689 -1.62879 -0.08660 0.345 -0.031 -0.171 -0.0783
H 0.75454 0.41050 -1.52565 0.082 0.161 -0.003 0.1158
H 4.03169 3.36522 0.39970 -0.031 -0.012 0.076 0.1307
H 5.57689 2.01225 1.50412 -0.113 -0.063 0.060 0.1289
H -2.19962 -1.06365 2.13146 -0.034 0.042 0.066 0.1090
H -1.02009 1.90434 0.12343 -0.056 -0.121 -0.118 0.1124
H -3.85547 -0.54049 -2.34172 0.022 -0.046 -0.066 0.1232
H 0.24688 -3.08568 -1.63408 0.073 -0.036 -0.099 0.1192
H 2.39424 -0.49678 1.63915 -0.107 0.148 0.255 0.0976
H -3.38122 -2.52522 0.54182 -0.103 -0.010 0.002 0.1101
H -4.97946 1.52346 1.98432 -0.040 0.028 0.075 0.1065
H 0.68082 2.11980 -2.00001 0.116 -0.153 0.029 0.1442
H 0.18974 -0.59664 1.84464 0.053 0.094 0.111 0.1098
H 4.37134 0.86318 2.09452 0.004 0.228 0.125 0.1116
H -2.15396 -3.52597 -1.35386 -0.047 -0.052 -0.077 0.1101
H 5.15095 0.35378 -1.86309 0.008 0.265 -0.126 0.1183
H 2.83674 0.60852 -1.83684 0.018 0.063 -0.016 0.1154
H 3.30294 2.28905 -2.17943 0.019 -0.121 -0.032 0.1331
H 5.47032 1.98167 -1.22304 -0.011 -0.083 0.026 0.1315
H -6.17943 -0.68266 -1.47112 -0.084 -0.034 -0.034 0.1070
H -2.69795 1.66291 1.13056 0.074 0.047 0.078 0.1147
H 2.94428 2.73972 1.65950 0.165 0.035 -0.115 0.1244
H 2.26712 -2.09489 -0.96072 0.019 -0.067 -0.095 0.1175
```
Forces are in eV/Å.

Values from the calculation:
* structure (SMILES): O=C(NCC(=O)N1CCN(S(=O)(=O)/C=C/c2ccccc2)CC1)c1ccc(Cl)cc1
* frontier orbital gap: 8.86 eV
* HOMO: -8.843 eV
* 2S+1: 1
* energy relative to the best compared isomer or geometry (same formula, charge and spin): 19.3 kcal per mole

What did we get for maximum force? Answer: 0.305, 0.755, 2.687, 0.773, 2.241, 1.174 eV/Å, in the order shown.